The following is a quantum chemistry calculation of a molecular structure, C38H33ClN2O3PPdS at a distorted geometry, from the OMol25 dataset.

Element x y z (Å)
Pd: 0.39164 0.38382 -0.22234
Cl: -1.75887 1.63693 0.44148
C: -1.28634 3.28525 0.78847
C: -2.27021 4.17711 1.13678
C: -1.88888 5.48198 1.45417
C: -0.55538 5.87095 1.41659
C: 0.42344 4.95955 1.06161
C: 0.05891 3.64979 0.71392
P: 1.30996 2.54348 0.15550
C: 2.92295 3.12240 0.46563
C: 3.71024 3.56845 -0.61287
C: 4.96433 4.08143 -0.34317
C: 5.44079 4.11428 0.96494
C: 4.66586 3.65392 2.02826
C: 3.40554 3.14802 1.78710
C: 1.06415 2.20713 -1.56027
C: 0.07986 2.85476 -2.35682
C: -0.06006 2.49031 -3.66616
C: 0.72988 1.45229 -4.21308
C: 1.67796 0.79948 -3.45567
C: 1.86712 1.18157 -2.13184
H: -3.30688 3.86774 1.18420
H: -2.65051 6.19437 1.74543
H: -0.27557 6.88563 1.66785
H: 1.46123 5.26335 1.02507
H: 3.33810 3.54963 -1.62832
H: 5.57413 4.45919 -1.15365
H: 6.43245 4.50466 1.15845
H: 5.05116 3.69058 3.03866
H: 2.79668 2.79298 2.61170
H: -0.51997 3.65589 -1.94423
H: -0.77372 3.01111 -4.29349
H: 0.60565 1.18469 -5.25679
H: 2.28935 0.01705 -3.88558
H: 2.69636 0.76716 -1.57346
O: 2.04980 -1.07139 -0.04717
N: 2.16769 -1.75378 0.94138
N: 1.13791 -1.52556 1.85526
O: 0.22898 -0.68963 1.64245
C: 1.18348 -2.27795 3.01412
C: 0.14501 -2.10113 3.96526
C: 0.19017 -2.84057 5.11040
C: 1.24752 -3.74960 5.32384
C: 2.26711 -3.92566 4.37965
C: 2.25484 -3.20345 3.22034
H: -0.65592 -1.40363 3.77219
H: -0.58693 -2.73479 5.85539
H: 1.26889 -4.32844 6.23986
H: 3.06343 -4.63417 4.56552
H: 3.02872 -3.33055 2.47965
O: -0.85152 -0.64828 -1.58400
S: -2.13073 -0.28077 -2.39544
C: -2.06212 -1.47503 -3.74366
C: -3.29896 -1.38133 -4.60111
C: -3.60948 -0.22357 -5.30250
C: -4.75637 -0.16596 -6.08176
C: -5.58777 -1.27154 -6.16925
C: -5.27525 -2.43110 -5.48437
C: -4.13460 -2.48124 -4.69144
C: -3.53499 -0.86680 -1.43849
C: -4.82007 -0.13183 -1.78447
C: -5.96092 -0.86439 -2.05797
C: -7.16130 -0.21965 -2.33576
C: -7.22110 1.16172 -2.34953
C: -6.08105 1.90220 -2.08111
C: -4.88539 1.25603 -1.79687
H: -1.95001 -2.45169 -3.27135
H: -1.13793 -1.21356 -4.26267
H: -2.95131 0.64029 -5.24491
H: -4.99629 0.73537 -6.63274
H: -6.47863 -1.22978 -6.78308
H: -5.91412 -3.30153 -5.56976
H: -3.88520 -3.39395 -4.15760
H: -3.22631 -0.68840 -0.40465
H: -3.61485 -1.94422 -1.59347
H: -5.92136 -1.94881 -2.05034
H: -8.04996 -0.80356 -2.54206
H: -8.15601 1.66234 -2.56552
H: -6.12486 2.98538 -2.09484
H: -3.99608 1.84750 -1.58740

Forces on atoms 1 to 6 (eV/Å):
-0.19 2.36 -1.19
-0.55 0.30 0.31
0.03 -0.23 -0.06
0.00 0.29 0.08
-0.06 -0.03 -0.02
-0.05 0.03 0.03

Summary:
Molar mass in g mol⁻¹: 770.6
Orbital gap (spin up / spin down) in eV: 2.9 / 3.0
Net charge: +3


The following is a quantum chemistry calculation of a molecular structure, C38H33GeNO8S2Zr at a distorted geometry, from the OMol25 dataset.

Element x y z (Å)
Zr: -0.23260 0.21500 0.04653
O: 1.57927 -2.23613 -5.46928
C: 1.25027 -1.75278 -4.25238
C: 0.98423 -2.59146 -3.17119
C: 0.62966 -2.01812 -1.97020
N: 0.60862 -0.69732 -1.81849
C: 0.86949 0.11434 -2.84410
C: 1.17229 -0.36833 -4.09456
C: 0.79426 1.58159 -2.41587
O: 0.67700 2.46293 -3.24662
O: 0.86834 1.68747 -1.13762
C: 0.15750 -2.75234 -0.71601
O: 0.20106 -3.96736 -0.66678
O: -0.26249 -1.93027 0.17438
H: 1.56021 -3.19744 -5.44911
H: 1.03087 -3.67115 -3.24935
H: 1.34876 0.30775 -4.91902
C: 2.27127 4.90522 4.45184
O: 1.19423 5.58297 3.82722
C: 0.48754 4.88451 2.91445
C: -0.59733 5.56700 2.32149
C: -1.33545 4.94220 1.36125
C: -1.07915 3.61246 0.95123
C: -1.75998 2.99248 -0.14901
C: -2.74174 3.74332 -1.00957
O: -1.56475 1.81327 -0.49380
C: -0.03312 2.90114 1.62099
O: 0.22871 1.65679 1.42229
C: 0.76681 3.59124 2.55811
H: 2.66588 5.59460 5.19423
H: 3.05446 4.65455 3.73132
H: 1.93600 3.98814 4.94264
H: -0.81614 6.57950 2.63295
H: -2.15127 5.49094 0.91275
H: -2.84084 4.79319 -0.76123
H: -3.71082 3.24845 -0.92963
H: -2.40327 3.64512 -2.04146
H: 1.58414 3.02574 2.98385
C: -3.66882 -2.12380 2.47071
C: -3.02989 -1.31987 1.36508
S: -2.15588 0.07003 1.84843
C: -3.19097 -1.68295 0.03479
C: -4.01043 -2.88979 -0.34571
S: -2.48800 -0.82653 -1.26153
H: -3.39380 -1.69464 3.43095
H: -3.33337 -3.16290 2.44135
H: -4.75933 -2.11152 2.38923
H: -4.74929 -3.14330 0.41458
H: -3.34943 -3.74870 -0.48700
H: -4.51620 -2.69765 -1.29054
C: 0.40935 0.41399 6.44539
C: 1.50781 1.03960 5.87489
C: 1.87157 0.75611 4.56364
C: 1.15426 -0.15034 3.78392
C: 0.05037 -0.76476 4.38086
C: -0.31846 -0.49506 5.69111
Ge: 1.63197 -0.61905 1.87156
C: 3.37445 0.39819 1.73366
C: 4.46849 0.06247 2.53569
C: 5.66696 0.75706 2.45329
C: 5.79788 1.81044 1.55723
C: 4.72669 2.15834 0.74850
C: 3.52914 1.45518 0.83652
C: 2.46162 -2.42514 2.23598
C: 2.07432 -3.24379 3.29560
C: 2.67787 -4.47430 3.52085
C: 3.67983 -4.92542 2.67372
C: 4.06962 -4.13390 1.60251
C: 3.46359 -2.90422 1.39093
H: 0.12250 0.63462 7.46703
H: 2.08503 1.75000 6.45806
H: 2.73623 1.25418 4.14030
H: -0.53526 -1.46465 3.79711
H: -1.17817 -0.99218 6.12766
H: 4.37080 -0.76275 3.23356
H: 6.49959 0.47728 3.08960
H: 6.73359 2.35355 1.48643
H: 4.82469 2.97965 0.04716
H: 2.69720 1.74245 0.20548
H: 1.29360 -2.90932 3.96834
H: 2.36344 -5.08404 4.36073
H: 4.15063 -5.88599 2.84718
H: 4.84920 -4.47497 0.93008
H: 3.78546 -2.28813 0.55574

Forces on atoms 1 to 6 (eV/Å):
-0.62 -0.30 -0.06
0.02 0.10 -0.13
-0.08 0.05 0.29
0.01 -0.12 -0.01
-0.09 0.08 0.11
0.19 -0.30 -0.66

Summary:
Expectation value of S²: 0.761
Molar mass in g mol⁻¹: 859.6
Orbital gap (spin up / spin down) in eV: 6.8 / 5.7
Net charge: -1
Spin multiplicity: 2